(1)
This record from the Open Molecules 2025 dataset describes a molecular structure, C18H29N2O5P2STb at a distorted geometry. The level of theory is ωB97M-V/def2-TZVPD.

The total energy comes out at -3094.2281 a.u. For the relative energy (zero: lowest compared OMol25 entry of this formula, charge and spin), the calculation gives 2.812 eV. The spin multiplicity is 7. For the HOMO-LUMO gap (alpha / beta), the calculation gives 4.865 / 3.406 eV. The calculation puts the molar mass at 606.4 g mol⁻¹. As for the LUMO energy (alpha / beta): -0.2 / -0.3 eV. The expectation value of S² is 13.0430. The calculation puts the highest occupied orbital energy (alpha / beta) at -5.066 / -3.701 eV.

Geometry as XYZ:
```
58
Properties=species:S:1:pos:R:3:forces:R:3:mulliken_spin:R:1
C -0.8741 1.2451 -4.3917 0.117 -0.033 -0.355 -0.015
C -0.9591 0.7460 -3.0701 0.521 0.112 0.697 -0.123
N 0.0261 1.1106 -2.1554 -0.848 0.865 -0.532 -0.042
C 0.8119 2.1697 -2.4395 -0.152 0.226 -0.587 0.038
C 0.8013 2.7921 -3.6837 0.323 0.023 0.372 -0.006
C -0.0050 2.2759 -4.6972 -0.124 -0.526 0.224 0.002
C -2.0090 -0.1260 -2.6505 -0.021 -0.635 0.270 0.081
P -2.6662 -0.1941 -1.0368 0.917 0.153 -0.749 0.024
Tb 0.5014 -0.7294 -0.5417 -0.966 -0.471 -0.504 7.283
P 2.2398 1.5862 -0.0408 0.600 0.472 -0.262 -0.038
C 1.7169 2.7489 -1.3747 -0.005 0.067 -0.096 0.001
O -0.5410 -3.2619 -4.0026 0.162 0.113 -0.760 -0.004
O -0.4001 -2.9870 -0.7840 0.050 -1.505 0.220 -0.126
H -1.5291 0.8003 -5.1363 0.011 0.257 0.049 0.002
H 1.4563 3.6445 -3.8446 -0.139 -0.168 -0.072 0.000
H 0.0737 2.6851 -5.7021 -0.197 -0.112 0.147 0.000
C -3.9861 0.9884 -0.7592 -0.433 0.330 0.360 0.004
C -3.3046 -1.8022 -0.5281 -0.177 -0.216 0.058 0.004
H 2.6222 3.1234 -1.8715 -0.270 0.184 0.191 0.000
H 1.2045 3.5960 -0.8871 0.131 -0.241 -0.259 0.000
H -1.1631 -3.7023 -4.6080 0.347 0.234 0.350 0.002
H -2.5636 -0.6737 -3.4231 0.126 0.357 0.333 0.008
C 2.3789 2.7292 1.3756 -0.016 -0.120 0.433 0.003
C 4.0197 1.4281 -0.5098 0.056 -0.050 0.235 0.001
H 2.4466 -1.2859 -1.3597 0.984 0.824 -0.124 0.041
H -0.1465 -3.5813 -0.0455 -0.008 0.482 -0.336 0.020
H -0.4171 -3.5448 -1.5812 -0.002 0.309 0.020 0.015
H 0.0485 -2.7471 -4.5926 -0.503 -0.406 0.564 0.000
H -1.5971 0.1315 -0.1456 -1.104 0.121 -0.043 -0.063
H 2.5912 -0.5454 -1.1684 0.842 -1.010 -0.585 -0.068
H -4.9181 0.6269 -1.2092 0.201 -0.044 0.002 0.001
H -4.1522 1.1309 0.3146 0.065 -0.017 -0.121 0.000
H -3.7335 1.9415 -1.2334 0.075 -0.173 0.142 0.002
H -4.1722 -2.0654 -1.1545 0.273 0.161 0.173 0.001
H -2.5343 -2.5811 -0.6267 -0.324 0.468 0.058 0.008
H -3.6229 -1.7203 0.5233 0.128 0.007 -0.312 -0.004
H 4.5152 2.4113 -0.4533 -0.083 -0.364 -0.129 -0.002
H 4.4989 0.7361 0.2004 -0.034 0.196 -0.317 0.004
H 4.0912 1.0133 -1.5274 0.110 0.170 0.355 0.001
H 3.3038 3.3215 1.3059 -0.343 -0.088 0.003 0.000
H 1.5018 3.3907 1.4157 0.249 -0.287 0.088 0.000
H 2.4040 2.1249 2.2933 -0.046 0.292 -0.160 -0.002
O 1.5427 -1.8920 1.2152 0.620 -0.483 -0.155 -0.130
C 0.7969 -1.3199 2.1003 -0.058 -0.422 2.431 -0.249
N -0.0784 -0.4012 1.6280 -2.613 1.946 0.588 -0.056
S -1.1488 0.2421 2.7787 3.600 -2.726 -0.928 -0.050
O -0.8659 1.6480 2.9252 -0.846 0.300 0.040 -0.006
O -2.4789 -0.2167 2.4328 -0.558 0.722 0.080 -0.015
C -0.3699 -0.7505 4.0337 -1.806 1.237 1.651 -0.168
C -0.7085 -0.7724 5.3804 0.258 -0.140 -0.402 0.110
C 0.0328 -1.5911 6.2439 -0.762 0.623 0.204 -0.245
C 1.0960 -2.3653 5.7410 0.416 -0.201 -0.849 0.064
C 1.4267 -2.3417 4.3865 -0.001 -0.317 1.235 -0.132
C 0.6745 -1.5151 3.5364 1.125 -0.394 -2.966 -0.136
H -1.5425 -0.1522 5.6998 0.154 -0.166 0.289 0.004
H -0.2305 -1.6026 7.3026 0.182 -0.106 -0.288 -0.025
H 1.6521 -2.9900 6.4369 -0.004 0.065 -0.193 0.003
H 2.2426 -2.9295 3.9654 -0.196 0.105 0.224 -0.022
```
Positions in Å, forces in eV/Å.



(2)
This record from the Open Molecules 2025 dataset describes a molecular structure, C17H24N5O2RbS at a distorted geometry. The level of theory is ωB97M-V/def2-TZVPD.

The total energy comes out at -1508.5844 a.u. For the relative energy (zero: lowest compared OMol25 entry of this formula, charge and spin), the calculation gives 1.109 eV. The spin multiplicity is 1. For the HOMO-LUMO gap, the calculation gives 7.126 eV. The calculation puts the molar mass at 447.9 g mol⁻¹. As for the LUMO energy: 0.1 eV. The calculation puts the highest occupied orbital energy at -7.046 eV.

Geometry as XYZ:
```
50
Properties=species:S:1:pos:R:3:forces:R:3:mulliken_charge:R:1
Rb -0.1885 -0.0089 -0.7731 1.263 4.200 -0.670 0.686
C 2.2316 2.8291 -1.0094 0.075 -0.089 0.117 -0.830
C 3.2583 1.8575 -0.4068 -0.280 0.079 -0.089 -0.941
N 2.6257 0.5799 -0.1296 0.487 -0.270 -0.053 0.120
C 2.9631 -0.0617 1.1277 -0.090 0.063 0.095 -0.886
C 2.3245 0.6400 2.3292 -0.269 0.003 -0.114 -0.605
S 0.5125 0.7776 2.1633 0.108 0.161 0.564 -0.125
C 0.1995 2.5707 2.0788 0.190 -0.194 0.015 -0.474
C 1.0485 3.3592 1.0849 -0.132 -0.131 0.055 -0.938
N 0.9923 2.7912 -0.2513 -0.009 0.407 -0.103 0.330
H 2.0075 2.5028 -2.0287 -0.030 0.022 -0.008 0.400
H 2.6778 3.8334 -1.0826 0.025 -0.018 -0.008 0.318
H 3.6498 2.2654 0.5266 0.041 0.007 -0.006 0.305
H 4.1081 1.7755 -1.0938 0.046 0.009 0.054 0.416
H 2.7539 -0.0713 -0.8903 0.117 -0.041 -0.038 0.299
H 4.0492 -0.1265 1.3007 -0.019 -0.012 0.039 0.278
H 2.5742 -1.0814 1.0862 0.032 -0.011 -0.034 0.377
H 2.7262 1.6414 2.4811 0.060 -0.025 0.042 0.265
H 2.5203 0.0612 3.2308 0.094 0.048 0.021 0.512
H 0.2983 2.9889 3.0812 -0.043 0.111 -0.032 0.443
H -0.8490 2.6268 1.7809 -0.033 0.013 0.067 0.166
H 2.0845 3.3751 1.4233 0.012 0.023 -0.002 0.315
H 0.7024 4.4014 1.1130 0.066 0.018 -0.001 0.399
H 0.2325 3.2008 -0.7752 0.000 0.010 0.003 0.018
O -2.0725 -1.3718 -0.7233 -1.142 -1.890 0.094 -0.654
N -1.8367 -2.6168 -0.6666 -0.536 -0.320 0.031 -0.253
N -0.6101 -3.0018 -0.7090 -0.098 -0.424 -0.025 0.868
O 0.4492 -2.2413 -0.8004 0.279 -1.835 0.000 -0.869
C -0.4016 -4.4210 -0.6631 -0.063 -0.366 0.040 0.098
C 0.9067 -4.8852 -0.6445 0.044 0.131 0.000 -0.372
C 1.1592 -6.2490 -0.6025 -0.064 -0.026 -0.002 -0.440
C 0.1139 -7.1563 -0.5804 0.033 -0.098 0.003 -0.458
C -1.1947 -6.6906 -0.5986 0.035 0.035 -0.005 -0.461
C -1.4601 -5.3336 -0.6405 0.067 0.202 0.005 -0.228
H 1.7141 -4.1690 -0.6639 -0.051 0.037 -0.011 0.367
H 2.1832 -6.5998 -0.5884 0.004 0.006 0.000 0.345
H 0.3137 -8.2202 -0.5507 -0.005 0.015 0.003 0.365
H -2.0193 -7.3917 -0.5825 -0.006 0.011 0.000 0.356
H -2.4737 -4.9693 -0.6544 -0.058 0.024 -0.007 0.443
C -4.6478 3.6201 -0.5705 0.042 0.003 -0.021 -0.125
C -4.5245 2.4848 0.2138 -0.020 0.019 -0.005 -0.729
C -3.3476 1.7529 0.1441 -0.003 -0.050 0.014 -0.084
N -2.3252 2.0931 -0.6384 -0.063 0.110 -0.082 0.103
C -2.4622 3.1762 -1.3999 -0.058 0.041 0.027 -0.247
C -3.5952 3.9739 -1.4015 -0.021 -0.007 0.012 -0.812
H -5.5484 4.2197 -0.5442 -0.013 -0.023 0.016 0.374
H -5.3263 2.1633 0.8642 0.014 -0.006 0.005 0.378
H -3.2190 0.8454 0.7252 -0.016 0.008 -0.013 0.371
H -1.6252 3.4148 -2.0515 -0.028 0.026 0.008 0.436
H -3.6531 4.8449 -2.0399 0.015 -0.007 -0.005 0.380
```
Positions in Å, forces in eV/Å.



(3)
This record from the Open Molecules 2025 dataset describes 2 unconnected molecules or ions with the total composition C2H5BS2 at a distorted geometry. The level of theory is ωB97M-V/def2-TZVPD.

The total energy comes out at -900.3750 a.u. For the relative energy (zero: lowest compared OMol25 entry of this formula, charge and spin), the calculation gives 2.011 eV. The spin multiplicity is 1. For the HOMO-LUMO gap, the calculation gives 9.547 eV. The calculation puts the molar mass at 104.0 g mol⁻¹. As for the LUMO energy: 0.6 eV. The calculation puts the highest occupied orbital energy at -8.926 eV.

Geometry as XYZ:
```
10
Properties=species:S:1:pos:R:3:forces:R:3:mulliken_charge:R:1
C 1.9205 0.1801 -0.2436 -3.020 -2.441 1.694 -0.532
C 0.9392 0.0947 0.9100 0.917 1.108 -4.448 -0.549
S 0.1350 0.0095 -0.7675 0.993 -0.158 0.994 -0.110
H 2.1889 1.1121 -0.5305 1.495 2.515 -0.643 0.318
H 2.5426 -0.6843 -0.3378 0.377 -0.115 -0.508 0.261
H 0.9097 -0.7708 1.4097 -0.064 -3.219 1.707 0.308
H 0.7725 0.9199 1.4830 -0.600 2.321 1.223 0.287
B -3.1015 -0.3624 -0.5728 0.383 -1.121 3.345 0.301
S -3.3666 0.3131 -1.9667 -0.240 0.424 -1.146 -0.282
H -2.9402 -0.8118 0.6162 -0.241 0.687 -2.218 -0.002
```
Positions in Å, forces in eV/Å.



(4)
This record from the Open Molecules 2025 dataset describes a molecular structure, C12H18F6K3N3O21S6 at a distorted geometry. The level of theory is ωB97M-V/def2-TZVPD.

As for the net charge: +1. The total energy comes out at -7000.0214 a.u. The spin multiplicity is 2. For the HOMO-LUMO gap (alpha / beta), the calculation gives 6.949 / 2.554 eV. The calculation puts the molar mass at 964.0 g mol⁻¹. As for the LUMO energy (alpha / beta): -4.6 / -9.0 eV. The expectation value of S² is 0.7637. The calculation puts the highest occupied orbital energy (alpha / beta) at -11.538 / -11.538 eV.

Geometry as XYZ:
```
69
Properties=species:S:1:pos:R:3:forces:R:3:mulliken_spin:R:1
K -0.8691 2.4914 -3.8147 0.238 0.070 0.484 -0.001
K 2.2321 -2.4723 -1.6069 0.644 0.211 -0.613 0.000
K 0.8993 -2.5675 1.8336 -0.212 0.183 0.401 0.000
N -1.5978 5.7899 -0.5407 -0.597 -2.536 1.138 0.460
S -2.0196 4.2295 -0.1301 -5.976 -5.585 3.522 -0.023
O -1.3367 3.4928 0.9732 -1.326 3.014 -3.619 0.025
O -2.3453 3.4596 -1.3488 0.620 2.274 2.178 0.059
F -3.4870 4.6365 0.5820 2.667 -0.571 -1.696 -0.002
S -0.1181 5.3591 -0.7309 8.402 4.403 -4.541 -0.106
O 0.3480 4.4507 -1.7984 -2.051 1.029 2.708 0.160
O 0.7237 5.4351 0.4543 -1.432 -1.138 0.120 0.433
F 0.2814 6.7723 -1.3569 -0.354 -0.853 -0.089 -0.003
N 0.9284 -0.5664 -0.0853 -5.877 -5.045 -2.766 0.000
S -0.7006 -0.1629 -0.5297 -2.894 -2.773 -0.282 -0.001
O -0.9463 0.9066 -1.4769 0.662 -1.318 0.869 0.001
O -1.6393 -0.3301 0.5614 1.661 -0.060 -1.616 0.000
F -0.7986 -1.5144 -1.4283 -0.270 0.656 0.340 0.000
S 1.2431 0.8207 0.2270 7.067 9.393 5.509 -0.002
O 0.5582 1.3684 1.4422 1.048 -1.184 -3.632 0.001
O 1.6332 1.6399 -0.8948 -1.363 -0.248 1.013 -0.001
F 2.6799 0.4025 0.8115 -0.074 0.261 0.356 0.000
N 4.8167 -2.0387 -2.5993 -2.089 -1.080 -6.451 0.000
S 5.1690 -1.1407 -4.0221 2.733 -3.490 -6.224 0.000
O 6.4542 -1.3862 -4.6866 -1.876 0.414 2.444 0.000
O 4.6697 0.1772 -4.1594 -1.156 0.087 0.829 0.000
F 4.3093 -2.1180 -4.9709 -1.111 0.506 0.691 0.000
S 5.5096 -1.0548 -1.7582 5.858 3.074 8.082 0.000
O 4.6981 0.0843 -1.3696 1.115 -1.072 -0.308 0.000
O 6.9882 -1.0304 -1.9110 -3.811 1.021 0.110 0.000
F 5.4043 -2.0328 -0.4470 -0.404 0.085 0.887 0.000
C -6.4355 2.3988 -2.5587 0.255 -0.803 0.036 0.000
C -5.7214 1.0383 -2.6605 -1.885 -0.390 -1.722 0.000
C -4.4536 0.8906 -1.8744 -0.707 1.089 0.168 0.001
O -4.7968 0.0028 -0.8339 0.785 -0.338 -0.107 0.000
C -6.0067 -0.5484 -1.0536 -1.115 0.334 0.014 0.000
O -6.4921 -1.3341 -0.3042 0.051 -0.085 -0.424 0.000
O -6.6064 0.0006 -2.1632 1.053 -0.418 1.455 0.000
H -7.0692 2.6159 -3.4186 0.111 -0.115 0.028 0.000
H -5.7001 3.1938 -2.4353 -0.128 0.113 0.036 0.000
H -7.0809 2.3137 -1.6844 0.061 0.395 0.116 0.000
H -5.5983 0.6953 -3.6878 0.269 0.580 -0.231 0.000
H -4.3037 1.8832 -1.4498 0.930 -0.281 0.173 -0.001
H -3.6604 0.5470 -2.5385 0.340 -0.194 0.566 0.000
C -4.3394 -3.3105 4.1336 -0.406 -0.453 0.237 0.000
C -4.4531 -3.4555 2.6658 0.798 0.709 -0.486 0.000
C -3.4053 -2.6499 1.8695 -0.842 -0.097 -0.824 0.000
O -2.8767 -3.5563 0.9079 -0.116 -0.817 0.397 0.000
C -3.2730 -4.7907 1.2893 2.748 -3.624 -3.883 0.000
O -2.8186 -5.7933 0.7088 -1.256 2.597 1.838 0.000
O -4.1298 -4.8015 2.2519 -1.439 0.230 1.253 0.000
H -5.0016 -4.0618 4.5639 0.194 -0.022 0.343 0.000
H -4.7717 -2.3414 4.3826 0.463 0.111 0.341 0.000
H -3.3065 -3.4692 4.4434 -0.132 0.218 0.388 0.000
H -5.4593 -3.1253 2.4079 -0.076 -0.700 -0.651 0.000
H -2.5259 -2.3831 2.4555 -0.530 0.991 0.274 0.000
H -3.9466 -1.9535 1.2291 0.623 1.052 0.773 0.000
C 4.9710 -0.8465 2.9384 1.117 0.900 1.420 0.000
C 6.1956 0.0662 2.7007 -1.108 -0.241 1.276 0.000
C 7.3153 -0.5041 1.9569 0.560 -2.144 -0.632 0.000
O 7.5291 0.4091 0.9513 2.356 1.159 -2.310 0.000
C 6.5742 1.3275 0.8819 -1.708 1.309 -4.823 0.000
O 6.2466 2.0523 -0.0774 2.213 -1.739 3.297 0.000
O 5.7924 1.1366 1.8952 -2.416 1.248 2.076 0.000
H 4.3564 -1.1015 2.0751 0.331 0.333 -0.091 0.000
H 4.4810 -0.2308 3.6928 -1.049 -0.392 -0.199 0.000
H 5.3123 -1.7338 3.4718 -0.014 -0.219 -0.147 0.000
H 6.5757 0.4549 3.6454 -0.452 0.102 0.306 0.000
H 6.9562 -1.4288 1.5052 0.407 -0.314 -0.235 0.000
H 8.2393 -0.7081 2.4980 -0.127 0.190 0.108 0.000
```
Positions in Å, forces in eV/Å.